{
  "formula": "C23H32Br39N2O2S",
  "method": "ωB97M-V/def2-TZVPD",
  "e_homo_ev": -11.06,
  "energy_ha": -101939.83857,
  "charge": 1,
  "orbital_gap_ev": 7.9,
  "fmax_ev_per_a": 2.32,
  "elements": ["Br", "C", "C", "S", "C", "Br", "Br", "Br", "C", "Br", "H", "Br", "Br", "H", "Br", "H", "Br", "Br", "Br", "C", "H", "Br", "Br", "H", "O", "H", "Br", "Br", "Br", "C", "H", "Br", "C", "C", "Br", "C", "C", "H", "Br", "H", "Br", "C", "Br", "Br", "C", "Br", "C", "Br", "Br", "H", "Br", "Br", "C", "Br", "H", "C", "Br", "Br", "N", "H", "H", "H", "H", "N", "C", "H", "Br", "Br", "C", "C", "H", "H", "H", "H", "H", "C", "Br", "C", "C", "Br", "C", "H", "H", "H", "H", "H", "O", "Br", "H", "Br", "Br", "H", "Br", "H", "H", "C", "H", "Br", "H"],
  "coordinates": [[-0.6270, -1.2842, -4.0735], [3.6457, 2.4276, 2.2579], [-1.7953, 6.9740, 6.5685], [0.7944, 1.2221, 2.8514], [2.4355, 3.3201, 2.0850], [4.4251, -1.5696, 6.5521], [-6.2844, -3.4693, -12.0390], [-0.4052, 2.4441, 5.1889], [-0.8133, 5.5548, 12.1945], [1.9541, 8.0407, 6.8977], [3.1098, 5.1758, 4.1907], [0.1910, 7.1193, 11.6994], [-1.3726, 7.2433, 8.4172], [0.5830, 4.4822, 4.3272], [-1.7929, -7.1869, -6.7569], [-1.7127, 5.5504, 11.5975], [-2.6365, -9.1234, -1.9947], [0.1540, 3.9461, 11.7768], [0.6764, 0.7017, -6.1810], [3.6734, 7.6742, 7.6778], [2.7066, 4.3166, 2.3906], [3.5909, 6.1266, 8.8163], [-7.5537, -10.2157, -0.6235], [2.1245, -1.9765, 5.7723], [0.6695, 5.8715, 2.5585], [-5.2880, -9.2418, -0.6598], [-1.9721, -0.7107, -0.0893], [3.2753, -1.3206, 3.6670], [5.0342, 7.4892, 6.3307], [-1.9993, -1.0650, 1.7969], [-2.8666, 7.0573, 6.4625], [-4.4155, -5.7785, -7.8585], [3.4022, 4.3866, 4.8702], [-5.9777, -9.4396, 0.1483], [2.8762, -3.7254, -13.7200], [3.0863, -2.2398, 5.3579], [3.2522, 1.2636, -0.0227], [4.4878, 3.0586, 1.9921], [-2.4803, 0.6056, -5.8235], [-5.5438, -5.3629, -10.6395], [-2.6185, -1.5603, -9.6495], [0.2304, 5.0832, 1.7930], [-1.2487, 5.2022, 6.0162], [-2.9598, 0.2873, 2.7639], [-0.7751, 0.4089, -4.9553], [0.5374, -1.4510, -10.0163], [0.9531, -1.2249, -0.2357], [-6.3595, -7.7562, 0.9961], [3.1316, -4.1391, 5.1470], [1.6029, -3.3344, -11.6421], [-5.0826, -8.6804, -3.9753], [-0.9952, 8.2997, 5.4217], [1.8521, -0.3852, -1.1041], [-0.2118, -1.2762, 2.4854], [-2.2340, -6.1472, -8.9478], [3.7385, 1.1585, 1.4059], [-3.4193, -4.8087, -11.7622], [-3.2798, -8.3447, -9.3324], [1.1615, 2.9817, 2.8346], [0.7719, -2.1707, -0.7286], [-0.0409, 3.0975, 1.1128], [1.8035, 3.9434, 6.1328], [0.0100, -0.7140, -0.0848], [3.1532, -0.0878, -0.6305], [1.0230, 3.5018, 4.2928], [3.9373, 1.8393, -0.6340], [-1.3447, 5.6097, 14.0350], [-0.2632, 5.5908, 0.0056], [-2.8410, -6.7822, -8.3174], [1.4214, -3.9738, -12.4914], [-0.7092, 1.1728, -4.1957], [4.7844, 0.8737, 1.3797], [2.2614, 1.7057, -0.0609], [-2.5127, -2.0031, 1.9478], [1.3963, -1.4547, 0.7287], [-3.5095, -7.9057, -3.2004], [-0.7574, -3.4309, -7.8796], [-5.3180, -5.0857, -11.6589], [2.2169, 3.5038, 5.2372], [1.3436, -5.7772, -11.8306], [0.0139, 3.6102, 2.0592], [-2.8222, -7.7072, -4.0092], [4.2508, 3.8395, 4.4955], [3.2337, 0.3403, 1.9017], [3.9432, 8.5186, 8.2942], [-0.9311, 3.4472, 2.5668], [1.4602, -0.0015, -2.1768], [-3.8895, -6.2210, -2.3545], [3.8282, 2.1517, 3.2860], [-0.2556, -3.4378, -13.2559], [2.8001, 1.7637, 5.8633], [3.3911, -0.7921, 0.0572], [-5.1061, -10.6547, 1.3541], [0.5700, 0.9177, 1.5626], [-0.8437, -0.9761, -8.0369], [-0.9136, -1.7471, -8.7906], [2.2069, 3.4057, 1.0329], [-5.8812, -6.5366, -12.7826], [3.7364, 4.8856, 5.7688]],
  "mulliken_charge": [-0.014, -1.018, -0.511, 0.683, -1.079, -0.034, -0.032, 0.047, -0.282, 0.070, 0.546, -0.033, 0.070, 0.455, -0.076, 0.311, -0.017, -0.004, -0.023, -0.370, 0.387, -0.024, -0.001, 0.350, -0.375, -0.391, -0.047, 0.200, -0.029, -0.384, 0.437, 0.006, -1.230, 0.404, -0.026, -0.320, -0.608, 0.501, -0.024, 0.101, 0.025, 0.288, 0.196, -0.029, -0.273, -0.007, 0.219, -0.016, -0.014, -0.015, 0.037, -0.080, 0.369, -0.159, 0.146, 0.135, 0.060, 0.000, 0.690, 0.581, 0.635, 0.662, -0.859, -0.304, -1.498, 0.246, -0.010, -0.079, -0.109, 0.018, 0.286, 0.695, 0.235, 0.513, 0.221, 0.113, 0.079, -0.104, 0.057, -0.026, -0.799, -0.144, 0.216, -0.857, 0.383, 0.521, -0.427, 0.022, 0.093, 0.001, -0.009, 0.317, -0.003, -0.051, -0.341, 0.313, 1.063, -0.015, 0.171]
}